Here is one molecule with the formula C23H32N4O4 from the Open Molecules 2025 dataset. Energies are from the ωB97M-V functional and the def2-TZVPD basis.

The geometry in XYZ format:
```
63
Properties=species:S:1:pos:R:3
C 2.4321 4.6322 -2.6238
C 1.8239 3.6232 -1.6496
N 2.1286 3.9359 -0.2699
C 1.3938 5.0325 0.3477
C 2.2310 6.3002 0.4882
C 3.0378 3.3103 0.5014
O 3.2725 3.6511 1.6446
C 3.7930 2.1181 -0.1073
N 2.9206 1.0049 -0.3841
C 1.7084 0.7978 0.1672
C 1.1450 -0.3660 -0.3249
C -0.1493 -0.9015 -0.0097
O -0.5520 -2.0054 -0.3577
C -1.1003 0.0064 0.7854
O -0.9949 1.2203 0.8438
N -2.0506 -0.7203 1.3861
C -3.2242 -0.1817 2.0201
C -4.4203 -0.1173 1.0551
C -4.4752 -1.3401 0.1295
N -4.1815 -2.5738 0.8389
C -5.3004 -3.0523 1.6313
C -4.8507 -4.2686 2.4413
O -4.3841 -5.2992 1.6051
C -3.3159 -4.8405 0.8082
C -3.7234 -3.6376 -0.0421
C 2.1110 -0.9226 -1.2358
C 2.1358 -2.0625 -2.0319
C 3.2489 -2.2870 -2.8144
C 4.3269 -1.4007 -2.8174
C 4.3238 -0.2617 -2.0373
C 3.2060 -0.0317 -1.2477
H 1.9877 5.6151 -2.4955
H 3.5055 4.7134 -2.4672
H 2.2530 4.3064 -3.6452
H 0.7349 3.6124 -1.7612
H 2.1811 2.6258 -1.8985
H 1.0852 4.7041 1.3443
H 0.5030 5.2217 -0.2524
H 2.5790 6.6555 -0.4782
H 1.6334 7.0798 0.9526
H 3.0913 6.0991 1.1201
H 4.3031 2.4195 -1.0275
H 4.5522 1.8260 0.6288
H 1.2944 1.4808 0.8826
H -2.0954 -1.7039 1.1431
H -2.9807 0.8205 2.3796
H -3.4684 -0.8233 2.8696
H -4.3382 0.7722 0.4292
H -5.3361 -0.0307 1.6406
H -5.4579 -1.3764 -0.3711
H -3.7152 -1.2224 -0.6470
H -5.6258 -2.2640 2.3118
H -6.1531 -3.3398 0.9896
H -5.6848 -4.6861 3.0082
H -4.0530 -3.9622 3.1360
H -3.0240 -5.6787 0.1740
H -2.4676 -4.5567 1.4493
H -2.8548 -3.2889 -0.6048
H -4.5123 -3.9446 -0.7511
H 1.3012 -2.7449 -2.0219
H 3.2948 -3.1671 -3.4383
H 5.1821 -1.6119 -3.4419
H 5.1645 0.4160 -2.0412
```

Summary:
E_LUMO = 0.0077 Ha
strongest force on any atom = 0.74 eV Å⁻¹
SMILES = CCN(CC)C(=O)Cn1cc(C(=O)C(=O)NCCCN2CCOCC2)c2ccccc21
energy = -1415.6482 Ha
Kohn-Sham gap = 0.3150 Eh

Here is a 7-piece molecular cluster, C14H42O7S7 overall at a distorted geometry from the Open Molecules 2025 dataset. Energies are from the ωB97M-V functional and the def2-TZVPD basis.

The geometry in XYZ format:
```
70
Properties=species:S:1:pos:R:3
C 1.8228 -1.8548 4.2590
S 1.9091 -3.6740 4.2189
O 1.8443 -4.1482 5.6894
C 0.3461 -4.1542 3.4357
H 0.8234 -1.5764 4.5935
H 2.1235 -1.5856 3.2465
H 2.5165 -1.4650 5.0040
H 0.5178 -4.2957 2.3686
H -0.5087 -3.4795 3.3885
H -0.0366 -5.1074 3.8005
C 0.9852 -4.6441 -3.8774
S -0.3100 -3.5126 -3.4944
O -0.0341 -2.1825 -4.1544
C -1.5694 -4.4289 -4.4755
H 0.7962 -5.6676 -3.5537
H 1.8827 -4.2647 -3.3888
H 1.2432 -4.6027 -4.9356
H -1.1699 -4.6234 -5.4708
H -2.4606 -3.8236 -4.6410
H -1.7294 -5.3929 -3.9924
C 1.5855 1.0699 -4.0670
S 2.0495 2.1039 -2.6302
O 0.9432 1.9278 -1.6235
C 3.4389 1.1205 -1.8907
H 2.4160 0.8744 -4.7454
H 0.6781 1.4237 -4.5565
H 1.3625 0.0182 -3.8877
H 4.3691 1.1722 -2.4565
H 3.3007 0.0429 -1.9792
H 3.7396 1.2304 -0.8487
C -0.6015 3.6395 1.4874
S -0.8543 4.8045 0.0796
O -0.3606 6.1106 0.6398
C -2.6749 4.8189 0.1375
H -0.9303 2.6231 1.2707
H -1.1935 4.0577 2.3015
H 0.4241 3.7058 1.8507
H -2.9278 5.1136 1.1560
H -3.1956 3.9096 -0.1627
H -3.1294 5.4915 -0.5899
C -3.2747 -0.7226 -3.6412
S -1.9398 0.5880 -3.6813
O -2.0013 1.3816 -4.9885
C -2.7003 1.6045 -2.3454
H -4.1578 -0.1478 -3.9203
H -3.3192 -1.1090 -2.6230
H -2.9653 -1.5661 -4.2584
H -2.9629 1.0035 -1.4749
H -3.5776 2.0490 -2.8154
H -1.9343 2.3185 -2.0429
C 2.1855 2.0514 5.9141
S 0.8954 3.1176 5.2138
O 1.5026 3.5176 3.8328
C -0.4202 1.8470 4.7740
H 1.8330 1.1351 6.3877
H 2.8677 2.4806 6.6480
H 2.8849 1.7438 5.1368
H 0.1501 0.9561 4.5109
H -0.9540 2.2251 3.9021
H -1.0454 1.5291 5.6084
C 0.4839 0.2516 1.1890
S 0.5394 -1.5595 0.7669
O -0.6677 -2.2534 1.4620
C 0.0272 -1.3422 -0.9699
H 1.3278 0.7843 0.7507
H 0.7034 0.3567 2.2514
H -0.4893 0.6722 0.9360
H 0.6839 -1.9049 -1.6333
H -0.0997 -0.2708 -1.1254
H -1.0067 -1.5118 -1.2703
```

Summary:
E_LUMO = 0.0030 Ha
strongest force on any atom = 2.92 eV Å⁻¹
energy = -3872.2702 Ha
Kohn-Sham gap = 0.3169 Eh

Here is a 4-piece molecular cluster, C3H15NO3S2 overall at a distorted geometry from the Open Molecules 2025 dataset. Energies are from the ωB97M-V functional and the def2-TZVPD basis.

The geometry in XYZ format:
```
24
Properties=species:S:1:pos:R:3
C 0.4900 3.1229 1.2796
S 1.5821 2.1818 0.2224
S 1.0272 2.1050 -1.6909
C -0.1359 0.7173 -1.8743
C -1.0399 0.3458 -0.7147
N -0.8422 -1.0078 -0.1532
H 1.1518 3.7469 1.8852
H -0.1798 3.8349 0.7893
H -0.1384 2.4746 1.8922
H 0.3869 -0.1524 -2.2777
H -0.7747 1.0289 -2.7034
H -2.0829 0.3794 -1.0537
H -1.0372 1.1122 0.0512
H 0.1301 -1.2943 -0.2628
H -1.0106 -0.9709 0.8397
O 2.0797 -0.0253 4.1477
H 1.4218 -0.4279 3.5710
H 1.6556 0.1487 5.0023
O -2.5416 -3.3062 -1.6655
H -2.2200 -2.4681 -1.2802
H -1.8688 -3.9416 -1.3994
O 1.4386 -2.2360 -1.5941
H 1.9405 -2.8732 -1.0871
H 0.5677 -2.4949 -1.9235
```

Summary:
E_LUMO = 0.0100 Ha
strongest force on any atom = 1.33 eV Å⁻¹
SMILES = CSSCCN.O.O.O
energy = -1200.1213 Ha
Kohn-Sham gap = 0.3342 Eh

Here is C31H29BrFeIN4S as an isolated structure at a distorted geometry from the Open Molecules 2025 dataset. Energies are from the ωB97M-V functional and the def2-TZVPD basis.

The geometry in XYZ format:
```
68
Properties=species:S:1:pos:R:3
Fe 0.0828 -0.0735 0.1350
S 3.5802 1.3618 2.5248
C 2.3988 2.5608 2.8063
C 1.2764 2.3490 2.0597
C 1.3381 1.1814 1.2282
C 2.5515 0.5730 1.3894
C 2.9006 -0.6887 0.7215
C 4.0886 -1.3901 0.9215
C 4.2919 -2.5789 0.2498
C 3.3170 -3.0575 -0.6166
C 2.1658 -2.3103 -0.7621
N 1.9623 -1.1651 -0.1113
H 2.5995 3.3621 3.5026
H 0.4193 3.0103 2.1100
H 4.8357 -1.0013 1.6013
H 5.2084 -3.1356 0.4010
H 3.4415 -3.9843 -1.1585
H 1.3580 -2.6298 -1.4123
Br -1.3282 5.0733 -2.3803
C -0.7616 3.8345 -3.6900
C -0.9875 4.1587 -5.0229
C -0.6031 3.2790 -6.0219
C 0.0036 2.0731 -5.6979
C 0.2324 1.7526 -4.3678
C -0.1460 2.6350 -3.3581
I 0.3207 2.1225 -1.4009
H -1.4655 5.0980 -5.2677
H -0.7807 3.5398 -7.0575
H 0.3041 1.3839 -6.4779
H 0.7106 0.8158 -4.1099
C -3.1019 -2.3739 0.0231
C -1.6322 -2.1246 0.1022
N -1.1157 -1.4123 -1.0793
C -1.7975 -1.3197 -2.1542
C -3.1525 -1.8129 -2.3106
C -3.8151 -2.2039 -1.1149
C -3.8611 -1.7326 -3.5501
C -3.4278 -1.7542 -4.8329
C -2.1246 -2.1496 -5.3962
C -1.9544 -2.1572 -6.7781
C -0.7438 -2.5933 -7.2751
N 0.2525 -3.0047 -6.4884
C -0.0099 -2.9607 -5.1841
N -1.1343 -2.5585 -4.5983
H -3.5895 -2.6965 0.9347
H -1.1347 -3.1048 0.1048
H -1.3719 -0.7403 -2.9684
H -4.8866 -2.3712 -1.1365
H -4.9390 -1.6365 -3.4368
H -4.1831 -1.5673 -5.5886
H -2.7455 -1.8286 -7.4391
H -0.5608 -2.6197 -8.3439
H 0.7825 -3.2891 -4.5200
C -0.0037 -3.3530 2.3163
C -0.7666 -2.0585 2.6091
C -2.0125 -2.4128 3.4407
C 0.1335 -1.1645 3.4679
C -1.1434 -1.3139 1.3146
H 0.3966 -3.7691 3.2454
H 0.8402 -3.1684 1.6435
H -0.6382 -4.1235 1.8690
H -1.7414 -2.8995 4.3838
H -2.6750 -3.0974 2.9013
H -2.5814 -1.5098 3.6787
H 0.2029 -1.5565 4.4888
H -0.2511 -0.1421 3.5176
H 1.1439 -1.1098 3.0538
H -1.9242 -0.5722 1.5555
```

Summary:
E_LUMO (spin up / spin down) = 0.0002 / -0.0560 Ha
strongest force on any atom = 1.42 eV Å⁻¹
2S+1 = 6
energy = -5951.2072 Ha
Kohn-Sham gap (spin up / spin down) = 0.2382 / 0.2247 Eh